This record from the Open Molecules 2025 dataset describes a cluster of 9 separate species, C47H80NO21P2 in total at a distorted geometry. The level of theory is wB97M-V/def2-TZVPD.

Results
Highest occupied orbital energy ... -9.5 eV
Max |F| ... 3.2 eV/A
Energy relative to the best compared isomer or geometry (same formula, charge and spin) ... 0.00 kJ/mol
Charge ... +1
Spin multiplicity ... 1
E_tot ... -113092.8239 eV

Bonds (Å) are listed after each position.
Element x y z (Å)
1 C 5.9335 -26.3815 -7.3937  C2 1.558, H12 1.090, H13 1.087, H14 1.090
2 C 5.0439 -25.5972 -6.3830  C1 1.558, C3 1.540, N7 1.534, C11 1.536
3 C 5.8328 -24.4764 -5.6814  C2 1.540, C4 1.549, H15 1.092, H16 1.092
4 C 5.1052 -23.5829 -4.6461  C3 1.549, C5 1.553, H17 1.090, H18 1.092
5 C 3.5759 -23.5313 -4.9143  C4 1.553, C6 1.502, H19 1.092, H20 1.090
6 C 3.1626 -23.6983 -6.3485  C5 1.502, N7 1.519, C9 1.579, C10 1.501
7 N 3.7985 -24.9266 -6.9766  C2 1.534, C6 1.519, O8 1.217
8 O 3.3848 -25.2890 -8.0618  N7 1.217
9 C 3.7497 -22.5356 -7.2409  C6 1.579, H21 1.093, H22 1.090, H23 1.090
10 C 1.6670 -23.7933 -6.4337  C6 1.501, H24 1.091, H25 1.088, H26 1.092
11 C 4.3772 -26.4555 -5.2978  C2 1.536, H27 1.086, H28 1.094, H29 1.092
12 H 5.3016 -27.0335 -7.9964  C1 1.090
13 H 6.6765 -26.8831 -6.7790  C1 1.087
14 H 6.3486 -25.7071 -8.1433  C1 1.090
15 H 6.3807 -23.8747 -6.4100  C3 1.092
16 H 6.6966 -24.8933 -5.1586  C3 1.092
17 H 5.5086 -22.5754 -4.5427  C4 1.090
18 H 5.3553 -23.9488 -3.6478  C4 1.092
19 H 3.3988 -22.5332 -4.5087  C5 1.092
20 H 3.0177 -24.1518 -4.2135  C5 1.090
21 H 4.7710 -22.6629 -7.6102  C9 1.093
22 H 3.8969 -21.5863 -6.7252  C9 1.090
23 H 3.1970 -22.4012 -8.1710  C9 1.090
24 H 1.2979 -24.1982 -7.3768  C10 1.091
25 H 1.1469 -22.8513 -6.2708  C10 1.088
26 H 1.2963 -24.5001 -5.6882  C10 1.092
27 H 3.6362 -25.9577 -4.6794  C11 1.086
28 H 5.1474 -26.7806 -4.5922  C11 1.094
29 H 4.0010 -27.4384 -5.5892  C11 1.092
30 C 5.2743 -22.8094 0.0213  C31 1.393, C35 1.391, H38 1.081
31 C 4.0385 -22.1853 -0.1290  C30 1.393, C32 1.407, H39 1.081
32 C 3.7715 -21.3327 -1.2166  C31 1.407, C33 1.378, O37 1.367
33 C 4.7841 -21.0057 -2.0917  C32 1.378, C34 1.399, H40 1.083
34 C 6.0531 -21.5649 -1.9076  C33 1.399, C35 1.383, H41 1.081
35 C 6.2664 -22.4841 -0.8971  C30 1.391, C34 1.383, O36 1.379
36 O 7.4467 -23.1964 -0.9081  C35 1.379, H42 0.959
37 O 2.5230 -20.7751 -1.2368  C32 1.367, H43 0.960
38 H 5.5132 -23.5329 0.7887  C30 1.081
39 H 3.2852 -22.4098 0.6135  C31 1.081
40 H 4.5841 -20.3987 -2.9658  C33 1.083
41 H 6.8629 -21.4590 -2.6159  C34 1.081
42 H 7.3753 -24.0962 -0.5832  O36 0.959
43 H 2.4442 -19.9281 -1.6809  O37 0.960
44 C 1.9285 -28.3377 -2.5702  C45 1.391, C49 1.380, H52 1.087
45 C 2.6922 -29.3722 -2.0395  C44 1.391, C46 1.391, H53 1.081
46 C 3.9033 -29.0250 -1.4495  C45 1.391, C47 1.397, O51 1.371
47 C 4.2828 -27.6811 -1.4133  C46 1.397, C48 1.403, H54 1.081
48 C 3.4693 -26.6981 -1.9966  C47 1.403, C49 1.426, H55 1.084
49 C 2.2430 -26.9973 -2.6592  C44 1.380, C48 1.426, O50 1.364
50 O 1.4715 -26.0815 -3.3114  C49 1.364, H56 0.962
51 O 4.7082 -29.9620 -0.8554  C46 1.371, H57 0.963
52 H 1.0584 -28.7124 -3.1024  C44 1.087
53 H 2.3262 -30.3836 -2.1445  C45 1.081
54 H 5.1721 -27.4364 -0.8502  C47 1.081
55 H 3.7729 -25.6856 -1.7565  C48 1.084
56 H 0.7329 -26.5012 -3.7625  O50 0.962
57 H 4.1381 -30.7257 -0.7199  O51 0.963
58 C 9.2658 -23.7587 -4.3899  C59 1.390, C63 1.404, H66 1.082
59 C 9.3568 -22.7019 -3.4917  C58 1.390, C60 1.401, H67 1.081
60 C 9.0513 -21.4120 -3.9446  C59 1.401, C61 1.396, O65 1.383
61 C 8.6379 -21.1469 -5.2515  C60 1.396, C62 1.372, H68 1.081
62 C 8.7369 -22.1728 -6.1566  C61 1.372, C63 1.383, H69 1.082
63 C 9.0193 -23.4603 -5.7395  C58 1.404, C62 1.383, O64 1.371
64 O 9.0101 -24.4167 -6.7221  C63 1.371, H70 0.970
65 O 9.0994 -20.3771 -3.0277  C60 1.383, H71 0.960
66 H 9.4148 -24.7717 -4.0402  C58 1.082
67 H 9.5453 -22.8071 -2.4329  C59 1.081
68 H 8.5413 -20.1059 -5.5278  C61 1.081
69 H 8.6953 -21.8928 -7.2008  C62 1.082
70 H 9.0966 -25.3238 -6.3882  O64 0.970
71 H 9.3359 -20.5850 -2.1211  O65 0.960
72 C 0.2278 -18.1060 -6.5216  C73 1.388, C77 1.385, H80 1.084
73 C -0.3532 -17.5379 -7.6467  C72 1.388, C74 1.414, H81 1.082
74 C -0.4347 -18.3319 -8.8136  C73 1.414, C75 1.392, O79 1.336
75 C -0.0039 -19.6511 -8.7036  C74 1.392, C76 1.399, H82 1.082
76 C 0.6243 -20.1880 -7.5741  C75 1.399, C77 1.375, H83 1.080
77 C 0.6479 -19.4225 -6.4319  C72 1.385, C76 1.375, O78 1.396
78 O 1.2000 -19.9439 -5.2601  C77 1.396, H84 0.960
79 O -0.8757 -17.9071 -10.0006  C74 1.336, H85 0.961
80 H 0.3524 -17.6106 -5.5651  C72 1.084
81 H -0.7628 -16.5373 -7.6791  C73 1.082
82 H -0.2018 -20.3144 -9.5353  C75 1.082
83 H 1.0572 -21.1721 -7.6774  C76 1.080
84 H 1.6234 -19.3171 -4.6695  O78 0.960
85 H -1.3058 -17.0484 -10.0222  O79 0.961
86 C 5.1019 -24.0368 -12.6605  O87 1.401, H94 1.091, H95 1.091, H96 1.093
87 O 3.7222 -23.9612 -12.8904  C86 1.401, P88 1.604
88 P 2.6717 -23.3556 -11.8403  O87 1.604, O89 1.475, O90 1.601, O92 1.599
89 O 3.3070 -23.0790 -10.5380  P88 1.475
90 O 1.7176 -22.3182 -12.6005  P88 1.601, C91 1.425
91 C 1.0282 -21.3305 -11.8389  O90 1.425, H97 1.093, H98 1.089, H99 1.090
92 O 1.6345 -24.5541 -11.6270  P88 1.599, C93 1.420
93 C 2.1652 -25.7770 -11.1389  O92 1.420, H100 1.090, H101 1.089, H102 1.093
94 H 5.5101 -24.6885 -11.8865  C86 1.091
95 H 5.6366 -23.0866 -12.6196  C86 1.091
96 H 5.5525 -24.4744 -13.5549  C86 1.093
97 H 1.5540 -21.1628 -10.8955  C91 1.093
98 H -0.0195 -21.5056 -11.5985  C91 1.089
99 H 1.0915 -20.3351 -12.2793  C91 1.090
100 H 1.4371 -26.2701 -10.4940  C93 1.090
101 H 3.1471 -25.6269 -10.6940  C93 1.089
102 H 2.2240 -26.5167 -11.9415  C93 1.093
103 C 8.8130 -30.1980 -6.7721  O104 1.418, H111 1.089, H112 1.090, H113 1.088
104 O 8.2578 -29.3960 -5.7427  C103 1.418, P105 1.599
105 P 8.9891 -28.1263 -5.1036  O104 1.599, O106 1.470, O107 1.589, O109 1.612
106 O 9.1616 -27.0566 -6.0974  P105 1.470
107 O 8.1259 -27.6523 -3.8563  P105 1.589, C108 1.425
108 C 8.3024 -28.1367 -2.5283  O107 1.425, H114 1.088, H115 1.089, H116 1.092
109 O 10.2781 -28.8177 -4.4271  P105 1.612, C110 1.395
110 C 11.5181 -28.1896 -4.5476  O109 1.395, H117 1.094, H118 1.089, H119 1.089
111 H 9.8846 -30.3760 -6.6890  C103 1.089
112 H 8.5078 -29.6206 -7.6453  C103 1.090
113 H 8.3199 -31.1682 -6.7602  C103 1.088
114 H 8.0210 -27.4456 -1.7359  C108 1.088
115 H 9.2853 -28.5124 -2.2468  C108 1.089
116 H 7.6423 -29.0026 -2.4473  C108 1.092
117 H 11.5459 -27.7327 -5.5410  C110 1.094
118 H 12.3640 -28.8712 -4.6238  C110 1.089
119 H 11.6250 -27.4215 -3.7824  C110 1.089
120 C 6.5937 -28.5187 -10.0977  O121 1.414, H126 1.092, H127 1.094, H128 1.089
121 O 6.7154 -29.9080 -10.3322  C120 1.414, C122 1.414
122 C 5.6022 -30.7416 -10.0787  O121 1.414, C123 1.567, H129 1.090, H130 1.094
123 C 5.0028 -30.4545 -8.6596  C122 1.567, O124 1.392, H131 1.091, H132 1.098
124 O 4.2944 -29.2598 -8.5740  C123 1.392, C125 1.405
125 C 2.9805 -29.2789 -9.0706  O124 1.405, H133 1.091, H134 1.090, H135 1.096
126 H 6.6414 -28.3356 -9.0222  C120 1.092
127 H 5.6111 -28.1693 -10.4271  C120 1.094
128 H 7.3243 -27.8462 -10.5453  C120 1.089
129 H 6.0177 -31.7483 -10.1156  C122 1.090
130 H 4.8174 -30.6840 -10.8379  C122 1.094
131 H 5.7843 -30.5648 -7.9059  C123 1.091
132 H 4.2758 -31.2149 -8.3467  C123 1.098
133 H 2.4410 -28.3509 -8.8734  C125 1.091
134 H 2.4413 -30.1661 -8.7369  C125 1.090
135 H 3.0312 -29.1743 -10.1608  C125 1.096
136 C 2.7291 -15.4034 -7.9769  O137 1.394, H142 1.094, H143 1.089, H144 1.095
137 O 3.7776 -16.2140 -8.4088  C136 1.394, C138 1.392
138 C 3.7747 -17.5840 -8.1642  O137 1.392, C139 1.529, H145 1.094, H146 1.101
139 C 5.0415 -18.2504 -8.7015  C138 1.529, O140 1.407, H147 1.092, H148 1.097
140 O 4.9811 -19.6424 -8.5074  C139 1.407, C141 1.427
141 C 6.1750 -20.2203 -9.0346  O140 1.427, H149 1.094, H150 1.094, H151 1.089
142 H 1.7592 -15.6435 -8.4216  C136 1.094
143 H 2.8759 -14.3502 -8.2139  C136 1.089
144 H 2.6498 -15.4539 -6.8855  C136 1.095
145 H 2.9005 -18.1842 -8.4333  C138 1.094
146 H 3.8754 -17.6604 -7.0705  C138 1.101
147 H 5.9053 -17.7301 -8.2836  C139 1.092
148 H 4.9137 -17.9888 -9.7590  C139 1.097
149 H 7.0102 -19.7145 -8.5410  C141 1.094
150 H 6.3802 -20.0762 -10.0991  C141 1.094
151 H 6.2291 -21.2948 -8.8682  C141 1.089